Entry 1:
{"formula": "C37H113N25O16", "method": "ωB97M-V/def2-TZVPD", "elements": ["C", "C", "C", "O", "C", "N", "H", "H", "H", "H", "H", "H", "H", "H", "H", "H", "H", "C", "C", "C", "O", "C", "N", "H", "H", "H", "H", "H", "H", "H", "H", "H", "H", "H", "C", "C", "C", "O", "C", "N", "H", "H", "H", "H", "H", "H", "H", "H", "H", "H", "H", "C", "C", "C", "O", "C", "N", "H", "H", "H", "H", "H", "H", "H", "H", "H", "H", "H", "C", "C", "C", "O", "C", "N", "H", "H", "H", "H", "H", "H", "H", "H", "H", "H", "H", "C", "C", "C", "O", "C", "N", "H", "H", "H", "H", "H", "H", "H", "H", "H", "H", "H", "C", "C", "C", "O", "C", "N", "H", "H", "H", "H", "H", "H", "H", "H", "H", "H", "H", "C", "O", "N", "N", "H", "H", "H", "H", "C", "O", "N", "N", "H", "H", "H", "H", "C", "O", "N", "N", "H", "H", "H", "H", "C", "O", "N", "N", "H", "H", "H", "H", "C", "O", "N", "N", "H", "H", "H", "H", "C", "O", "N", "N", "H", "H", "H", "H", "C", "O", "N", "N", "H", "H", "H", "H", "C", "O", "N", "N", "H", "H", "H", "H", "C", "O", "N", "N", "H", "H", "H", "H"], "xyz": [[26.05, 14.43, 7.64], [25.46, 14.45, 6.20], [24.93, 15.84, 5.87], [24.55, 16.07, 4.50], [23.37, 15.30, 4.23], [26.66, 14.13, 5.43], [25.45, 15.00, 8.34], [27.08, 14.74, 7.83], [26.03, 13.35, 7.77], [24.69, 13.70, 6.00], [25.67, 16.58, 6.18], [24.07, 16.00, 6.52], [23.65, 14.26, 4.06], [22.85, 15.71, 3.36], [22.61, 15.29, 5.01], [26.58, 14.28, 4.43], [26.93, 13.16, 5.54], [18.60, 15.94, -4.28], [17.30, 15.33, -3.69], [17.53, 14.53, -2.41], [16.25, 14.10, -1.96], [16.35, 13.32, -0.81], [16.45, 16.47, -3.33], [18.31, 16.48, -5.18], [19.37, 15.22, -4.54], [19.01, 16.64, -3.56], [16.82, 14.66, -4.39], [18.14, 14.97, -1.63], [18.15, 13.68, -2.72], [16.42, 12.24, -0.95], [15.45, 13.36, -0.19], [17.17, 13.69, -0.19], [16.84, 16.71, -2.42], [15.51, 16.19, -3.09], [17.98, 19.12, -2.97], [17.25, 20.31, -3.61], [16.39, 19.83, -4.74], [15.87, 21.02, -5.39], [14.49, 20.91, -5.78], [16.39, 20.96, -2.63], [18.85, 19.26, -2.33], [18.32, 18.55, -3.83], [17.28, 18.48, -2.43], [17.85, 21.12, -4.02], [15.51, 19.25, -4.46], [16.90, 19.23, -5.49], [14.02, 21.67, -6.41], [13.84, 20.69, -4.93], [14.51, 20.17, -6.59], [15.57, 20.37, -2.51], [15.82, 21.59, -3.19], [14.99, 17.76, 1.90], [14.99, 16.38, 1.19], [13.55, 15.85, 1.08], [13.31, 14.56, 0.55], [13.18, 14.42, -0.85], [15.67, 16.38, -0.09], [16.03, 17.98, 2.18], [14.34, 17.68, 2.77], [14.73, 18.63, 1.30], [15.54, 15.70, 1.85], [12.81, 16.46, 0.55], [13.21, 15.72, 2.11], [12.21, 14.80, -1.18], [13.21, 13.38, -1.16], [13.92, 14.97, -1.43], [15.77, 15.40, -0.34], [16.64, 16.62, 0.07], [17.21, 26.09, 3.46], [16.62, 24.71, 3.50], [15.15, 24.74, 4.05], [14.99, 25.12, 5.39], [13.83, 24.64, 6.02], [16.79, 23.90, 2.30], [16.77, 26.83, 2.79], [18.27, 26.15, 3.23], [17.15, 26.53, 4.46], [17.12, 24.10, 4.26], [14.67, 23.76, 4.05], [14.50, 25.37, 3.44], [13.82, 23.61, 6.38], [12.99, 24.70, 5.32], [13.68, 25.30, 6.87], [17.69, 23.44, 2.33], [16.19, 23.09, 2.45], [24.73, 18.92, 0.29], [25.84, 18.31, -0.51], [26.66, 17.33, 0.29], [27.26, 17.94, 1.43], [28.59, 18.49, 1.23], [25.28, 17.73, -1.73], [25.03, 19.41, 1.21], [23.98, 18.14, 0.42], [24.16, 19.66, -0.27], [26.55, 19.10, -0.79], [27.39, 16.86, -0.38], [26.00, 16.58, 0.72], [28.44, 19.28, 0.49], [29.38, 17.80, 0.93], [28.98, 18.94, 2.15], [24.61, 18.38, -2.12], [25.94, 17.53, -2.47], [20.62, 17.53, 1.60], [19.24, 17.57, 0.94], [18.91, 18.62, -0.11], [19.19, 19.89, 0.37], [18.01, 20.67, 0.67], [18.92, 16.21, 0.54], [21.39, 17.40, 0.84], [20.58, 16.81, 2.41], [20.80, 18.47, 2.13], [18.56, 17.67, 1.79], [17.89, 18.39, -0.44], [19.52, 18.53, -1.01], [18.41, 21.60, 1.08], [17.24, 20.30, 1.34], [17.63, 21.12, -0.25], [19.63, 15.79, -0.07], [18.84, 15.68, 1.40], [21.79, 15.98, -1.86], [20.87, 15.22, -1.50], [21.52, 17.23, -2.19], [23.09, 15.72, -2.01], [22.23, 17.65, -2.77], [20.58, 17.58, -2.12], [23.76, 16.41, -1.69], [23.15, 14.72, -1.93], [14.34, 18.49, -1.44], [13.32, 18.96, -1.94], [15.00, 18.93, -0.35], [15.04, 17.42, -1.84], [15.94, 18.56, -0.29], [14.80, 19.89, -0.13], [15.76, 17.07, -1.22], [14.60, 16.90, -2.58], [15.97, 20.58, 3.90], [15.81, 21.29, 2.91], [14.94, 20.35, 4.72], [17.14, 20.17, 4.40], [14.18, 20.94, 4.42], [14.98, 19.73, 5.51], [17.10, 19.56, 5.20], [18.07, 20.24, 4.03], [23.86, 19.35, 5.08], [24.96, 18.99, 5.49], [23.12, 18.64, 4.20], [23.37, 20.56, 5.22], [23.26, 17.64, 4.11], [22.40, 19.17, 3.73], [23.93, 21.28, 5.64], [22.48, 20.74, 4.77], [18.13, 14.77, 3.95], [19.19, 15.12, 3.39], [17.18, 14.10, 3.30], [17.78, 15.20, 5.15], [17.50, 13.66, 2.45], [16.31, 13.90, 3.75], [16.91, 14.88, 5.55], [18.18, 16.03, 5.57], [18.66, 23.47, -0.48], [19.27, 23.67, 0.57], [17.44, 23.01, -0.46], [19.23, 23.44, -1.65], [17.06, 22.50, -1.25], [17.00, 23.04, 0.46], [18.74, 23.21, -2.49], [20.22, 23.28, -1.64], [20.52, 12.17, 1.53], [20.09, 11.69, 2.56], [20.81, 11.45, 0.43], [20.70, 13.51, 1.35], [21.14, 11.94, -0.38], [20.63, 10.46, 0.40], [21.01, 13.78, 0.43], [20.34, 14.11, 2.08], [19.48, 17.95, 5.84], [18.90, 17.23, 6.70], [20.03, 17.49, 4.75], [19.52, 19.28, 6.04], [19.95, 16.49, 4.58], [20.44, 18.14, 4.11], [20.02, 19.84, 5.36], [19.13, 19.74, 6.84], [20.58, 21.80, 3.44], [20.72, 20.79, 4.11], [20.54, 21.83, 2.09], [20.63, 23.05, 3.91], [20.14, 22.61, 1.58], [20.59, 20.97, 1.57], [20.42, 23.82, 3.29], [20.92, 23.25, 4.85]], "gap_ev": 8.26, "lumo_energy_ev": 0.1, "energy_ha": -4050.2300, "homo_ha": -0.3006}

Entry 2:
{"formula": "C37H22Cl68N4O5P", "method": "ωB97M-V/def2-TZVPD", "elements": ["C", "C", "O", "O", "C", "N", "P", "O", "C", "N", "C", "N", "C", "C", "O", "C", "C", "C", "C", "C", "C", "N", "C", "O", "C", "C", "C", "C", "C", "C", "H", "H", "H", "H", "H", "H", "H", "H", "H", "H", "H", "H", "H", "H", "H", "H", "H", "H", "H", "H", "H", "H", "C", "Cl", "Cl", "Cl", "Cl", "C", "Cl", "Cl", "Cl", "Cl", "C", "Cl", "Cl", "Cl", "Cl", "C", "Cl", "Cl", "Cl", "Cl", "C", "Cl", "Cl", "Cl", "Cl", "C", "Cl", "Cl", "Cl", "Cl", "C", "Cl", "Cl", "Cl", "Cl", "C", "Cl", "Cl", "Cl", "Cl", "C", "Cl", "Cl", "Cl", "Cl", "C", "Cl", "Cl", "Cl", "Cl", "C", "Cl", "Cl", "Cl", "Cl", "C", "Cl", "Cl", "Cl", "Cl", "C", "Cl", "Cl", "Cl", "Cl", "C", "Cl", "Cl", "Cl", "Cl", "C", "Cl", "Cl", "Cl", "Cl", "C", "Cl", "Cl", "Cl", "Cl", "C", "Cl", "Cl", "Cl", "Cl"], "xyz": [[2.01, -2.40, -3.43], [1.65, -0.88, -2.84], [1.06, -0.06, -3.75], [1.97, -0.44, -1.46], [0.76, 0.03, -0.75], [-0.16, -1.13, -0.31], [-1.68, -1.26, -1.19], [-1.57, -2.54, -2.17], [0.31, -1.87, 0.73], [1.65, -1.56, 1.40], [1.78, -2.58, 2.52], [0.48, -3.40, 2.38], [0.40, -4.47, 3.44], [0.01, -3.90, 4.93], [-0.20, -4.83, 5.90], [-0.11, -2.32, 5.36], [-1.49, -1.41, 5.29], [-1.43, 0.17, 5.80], [-0.03, 0.85, 6.40], [1.36, -0.04, 6.45], [1.26, -1.60, 5.93], [-0.38, -3.04, 1.34], [-1.63, -3.81, 1.12], [-2.61, -3.43, 2.19], [-3.86, -2.93, 1.60], [-4.28, -1.37, 2.01], [-5.59, -0.57, 1.45], [-6.56, -1.38, 0.39], [-6.20, -2.95, -0.03], [-4.84, -3.74, 0.56], [1.33, -3.23, -2.96], [3.13, -2.70, -3.26], [1.82, -2.40, -4.60], [1.08, 0.71, 0.18], [0.13, 0.76, -1.45], [-2.88, -1.26, -0.40], [-1.81, -0.12, -2.11], [2.65, -2.70, 3.29], [-0.31, -5.37, 3.20], [1.49, -4.93, 3.54], [-2.49, -1.91, 4.90], [-2.37, 0.89, 5.79], [0.04, 1.96, 6.80], [2.38, 0.41, 6.87], [2.25, -2.25, 6.00], [-2.09, -3.82, 0.04], [-1.38, -4.96, 1.35], [-3.56, -0.78, 2.76], [-5.74, 0.54, 1.80], [-7.49, -0.80, -0.04], [-6.91, -3.51, -0.78], [-4.59, -4.84, 0.24], [-7.57, 3.13, 3.04], [-7.04, 1.57, 2.36], [-7.81, 4.30, 1.72], [-9.10, 2.90, 3.93], [-6.32, 3.74, 4.16], [-10.43, -2.81, 1.57], [-11.35, -2.10, 2.92], [-8.85, -2.00, 1.44], [-10.19, -4.55, 1.87], [-11.34, -2.59, 0.05], [3.65, -0.43, -7.20], [2.84, -1.65, -8.21], [5.19, -1.07, -6.60], [3.95, 1.04, -8.17], [2.60, -0.01, -5.82], [-2.32, 3.36, -1.61], [-3.22, 2.28, -0.53], [-2.19, 4.97, -0.85], [-0.69, 2.70, -1.88], [-3.17, 3.50, -3.16], [-6.64, 6.16, -2.13], [-7.45, 4.94, -3.14], [-5.10, 5.51, -1.53], [-6.34, 7.63, -3.10], [-7.69, 6.58, -0.75], [9.03, 1.21, -6.86], [7.26, 1.43, -6.95], [9.56, 0.09, -8.14], [9.84, 2.78, -7.07], [9.46, 0.53, -5.27], [0.94, 1.35, 10.13], [0.78, 0.23, 8.75], [2.66, 1.62, 10.49], [0.17, 2.90, 9.73], [0.14, 0.64, 11.56], [5.83, 0.64, 6.52], [6.49, 0.06, 4.97], [6.56, -0.29, 7.86], [6.21, 2.37, 6.72], [4.07, 0.41, 6.54], [3.08, -5.62, -10.15], [3.51, -6.65, -8.76], [2.67, -6.65, -11.54], [1.67, -4.61, -9.72], [4.46, -4.58, -10.56], [0.83, 5.86, 1.86], [0.47, 4.62, 0.63], [-0.55, 6.00, 2.98], [2.28, 5.38, 2.77], [1.11, 7.42, 1.06], [10.42, -1.65, 6.66], [10.28, -2.27, 8.33], [9.45, -2.67, 5.57], [9.82, 0.02, 6.60], [12.13, -1.69, 6.15], [5.36, 6.53, 7.11], [4.75, 5.50, 8.44], [5.20, 8.24, 7.56], [7.07, 6.15, 6.80], [4.40, 6.21, 5.64], [10.78, -0.03, 2.42], [11.31, -1.59, 1.75], [10.54, 1.14, 1.10], [9.25, -0.25, 3.31], [12.03, 0.59, 3.54], [11.47, -0.88, -11.86], [11.53, 0.56, -10.82], [10.02, -0.82, -12.89], [12.93, -0.93, -12.89], [11.42, -2.34, -10.84], [-2.16, -5.23, -10.80], [-3.07, -6.32, -9.72], [-2.03, -3.62, -10.05], [-0.53, -5.90, -11.08], [-3.02, -5.09, -12.36], [-13.17, -2.19, -3.76], [-13.31, -2.81, -2.09], [-14.14, -3.22, -4.85], [-13.77, -0.52, -3.82], [-11.46, -2.23, -4.27], [-8.45, 10.46, -1.44], [-9.26, 9.23, -2.45], [-6.90, 9.81, -0.84], [-8.14, 11.92, -2.41], [-9.50, 10.88, -0.06]], "gap_ev": 6.77, "lumo_energy_ev": -4.0, "energy_ha": -33651.2263, "homo_ha": -0.3944, "charge": 1}

Entry 3:
{"formula": "C37H24AuBrF15GeO2SSb2", "method": "ωB97M-V/def2-TZVPD", "elements": ["Au", "C", "Sb", "C", "C", "C", "C", "C", "C", "C", "C", "C", "Sb", "C", "C", "H", "H", "H", "H", "H", "H", "H", "H", "H", "H", "H", "H", "H", "H", "H", "H", "H", "H", "H", "H", "Br", "C", "C", "C", "C", "C", "C", "C", "O", "O", "H", "H", "H", "H", "F", "C", "C", "C", "F", "C", "F", "C", "F", "C", "F", "Ge", "S", "C", "C", "F", "C", "F", "C", "F", "C", "F", "C", "F", "C", "C", "F", "C", "F", "C", "F", "C", "F", "C", "F"], "xyz": [[-0.28, 0.62, -0.19], [-0.33, -0.08, 4.38], [-1.53, 0.96, 2.84], [-1.99, 2.82, 3.85], [-3.47, -0.03, 3.12], [-3.42, -1.50, 3.08], [-3.41, -2.19, 4.29], [-3.49, -3.57, 4.35], [-3.58, -4.29, 3.17], [-3.54, -3.63, 1.96], [-3.44, -2.24, 1.88], [-3.42, -1.61, 0.54], [-1.58, -1.97, -0.66], [-1.41, -4.15, -0.71], [-2.42, -1.78, -2.63], [-0.39, -1.15, 4.21], [-0.76, 0.18, 5.34], [0.70, 0.24, 4.32], [-2.28, 2.58, 4.87], [-2.81, 3.29, 3.33], [-1.12, 3.47, 3.85], [-4.13, 0.40, 2.38], [-3.77, 0.32, 4.11], [-3.39, -1.63, 5.21], [-3.50, -4.07, 5.30], [-3.68, -5.37, 3.20], [-3.61, -4.21, 1.05], [-3.53, -0.53, 0.57], [-4.19, -2.04, -0.10], [-2.39, -4.52, -0.97], [-1.08, -4.54, 0.24], [-0.70, -4.43, -1.48], [-3.16, -2.56, -2.74], [-1.63, -1.91, -3.37], [-2.86, -0.80, -2.75], [-4.40, 7.08, -0.01], [-4.28, 5.44, -0.97], [-4.83, 5.33, -2.24], [-4.72, 4.13, -2.93], [-4.05, 3.05, -2.37], [-3.52, 3.17, -1.09], [-3.65, 4.36, -0.38], [-2.75, 2.07, -0.43], [-2.05, 1.31, -1.16], [-2.84, 1.98, 0.81], [-5.33, 6.18, -2.68], [-5.16, 4.04, -3.91], [-3.94, 2.12, -2.91], [-3.24, 4.45, 0.62], [3.62, 2.81, 0.18], [4.65, 2.13, 0.73], [4.68, 0.77, 0.50], [5.68, 0.02, 1.09], [5.64, -1.30, 0.92], [6.67, 0.62, 1.86], [7.64, -0.10, 2.40], [6.63, 2.00, 2.06], [7.55, 2.58, 2.82], [5.61, 2.77, 1.50], [5.56, 4.08, 1.72], [3.16, -0.02, -0.49], [1.59, 0.12, 1.02], [2.95, 0.83, -2.29], [3.84, 1.74, -2.81], [4.89, 2.10, -2.07], [3.69, 2.26, -4.09], [4.55, 3.16, -4.56], [2.62, 1.84, -4.88], [2.46, 2.33, -6.10], [1.72, 0.90, -4.39], [0.72, 0.46, -5.15], [1.91, 0.41, -3.10], [1.06, -0.52, -2.60], [3.47, -1.89, -1.13], [4.68, -2.16, -1.74], [5.57, -1.16, -1.77], [4.96, -3.39, -2.32], [6.13, -3.63, -2.89], [3.97, -4.37, -2.34], [4.20, -5.54, -2.92], [2.73, -4.11, -1.76], [1.75, -5.01, -1.81], [2.51, -2.88, -1.15], [1.30, -2.64, -0.61]], "gap_ev": 4.33, "lumo_energy_ev": -6.4, "energy_ha": -8737.7635, "homo_ha": -0.3947, "charge": 1}

Entry 4:
{"formula": "C37H24F5IN4P2PtSSe2", "method": "ωB97M-V/def2-TZVPD", "elements": ["Pt", "Se", "P", "C", "C", "C", "C", "C", "C", "C", "C", "C", "C", "C", "C", "C", "C", "N", "N", "N", "P", "Se", "C", "C", "C", "C", "C", "C", "C", "C", "C", "C", "C", "C", "H", "H", "H", "H", "H", "H", "H", "H", "H", "H", "H", "H", "H", "H", "H", "H", "H", "H", "H", "H", "F", "C", "C", "F", "C", "F", "C", "S", "C", "F", "C", "F", "I", "C", "C", "C", "C", "C", "N", "H", "H", "H", "H"], "xyz": [[-0.50, 0.29, 0.22], [-6.79, -2.39, 0.31], [-6.17, -0.88, -1.02], [-6.55, -1.19, -2.77], [-7.26, -2.33, -3.10], [-7.60, -2.59, -4.42], [-7.22, -1.70, -5.42], [-6.51, -0.55, -5.09], [-6.17, -0.29, -3.77], [-6.93, 0.73, -0.62], [-7.76, 1.42, -1.51], [-8.35, 2.61, -1.12], [-8.12, 3.13, 0.15], [-7.30, 2.44, 1.04], [-6.73, 1.24, 0.65], [-4.38, -0.59, -0.97], [-3.44, -0.46, 0.04], [-2.25, -0.31, -0.60], [-2.45, -0.36, -1.90], [-3.71, -0.55, -2.14], [-3.38, -0.37, 1.82], [-1.30, -0.62, 2.37], [-3.95, 1.27, 2.30], [-3.85, 2.29, 1.36], [-4.16, 3.59, 1.72], [-4.57, 3.88, 3.01], [-4.65, 2.86, 3.96], [-4.33, 1.56, 3.61], [-4.35, -1.63, 2.66], [-5.61, -1.37, 3.19], [-6.32, -2.37, 3.83], [-5.79, -3.65, 3.91], [-4.54, -3.92, 3.37], [-3.82, -2.92, 2.75], [-7.55, -3.02, -2.32], [-8.15, -3.48, -4.68], [-7.48, -1.89, -6.45], [-6.21, 0.15, -5.86], [-5.60, 0.59, -3.53], [-7.95, 1.02, -2.49], [-9.00, 3.13, -1.81], [-8.59, 4.06, 0.45], [-7.12, 2.83, 2.03], [-6.12, 0.70, 1.35], [-3.53, 2.07, 0.34], [-4.09, 4.39, 0.98], [-4.81, 4.90, 3.29], [-4.95, 3.09, 4.97], [-4.37, 0.78, 4.35], [-6.05, -0.39, 3.12], [-7.31, -2.16, 4.23], [-6.35, -4.44, 4.39], [-4.13, -4.92, 3.43], [-2.84, -3.12, 2.34], [5.18, 4.10, -0.93], [4.03, 3.46, -1.15], [4.00, 2.08, -1.18], [5.12, 1.38, -0.97], [2.80, 1.43, -1.41], [2.83, 0.09, -1.44], [1.60, 2.10, -1.58], [0.06, 1.27, -1.84], [1.68, 3.49, -1.60], [0.59, 4.23, -1.82], [2.86, 4.17, -1.38], [2.89, 5.50, -1.38], [-0.50, 3.54, 1.53], [1.17, 2.32, 1.68], [2.31, 2.82, 2.30], [3.40, 1.99, 2.48], [3.32, 0.67, 2.05], [2.17, 0.25, 1.43], [1.12, 1.06, 1.21], [2.32, 3.84, 2.64], [4.29, 2.36, 2.96], [4.14, -0.02, 2.18], [2.06, -0.75, 1.04]], "gap_ev": 7.32, "lumo_energy_ev": -0.3, "energy_ha": -8443.5541, "homo_ha": -0.2809}